17
Properties=species:S:1:pos:R:3 method="wB97M-V/def2-TZVPD" s2=2.02 de_lowest_ev=4.0732 spin_multiplicity=3 total_charge=+1 max_force_ha_per_bohr=0.1367
C 1.6196 -0.7533 -0.9653
C 1.7970 -0.1466 0.1918
C 0.1440 -0.8845 -1.1350
C -0.5890 1.4035 -0.5146
C -0.9122 -0.6118 1.2246
N -0.2507 0.0908 0.0232
O -0.7054 0.1958 2.3176
H 2.4025 -1.2778 -1.5822
H 2.3824 0.4755 0.8300
H -0.1998 -0.6916 -2.1852
H -0.2323 -1.9583 -0.8224
H -1.3754 1.3183 -1.2691
H -0.7628 2.1149 0.1561
H 0.2718 1.8257 -1.0057
H -1.9597 -0.6745 1.0583
H -0.5168 -1.5292 1.6134
H -1.1134 1.1031 2.0645


82
Properties=species:S:1:pos:R:3 method="wB97M-V/def2-TZVPD" s2=8.80 de_lowest_ev=0.1810 spin_multiplicity=6 total_charge=+3 max_force_ha_per_bohr=0.0636
Fe -0.0984 -0.8447 -0.1425
P 0.3602 1.5656 1.0130
P -2.2908 -0.2449 -0.2106
P 2.0206 -1.0631 -0.8442
H -1.5773 -3.0379 -4.5649
C -0.9258 -3.4975 -3.8172
C -0.7118 -3.0059 -2.5940
H -0.9346 -1.9638 -2.3640
C 0.3275 3.2090 0.1552
C -0.7393 1.9818 2.4513
C 2.0215 1.7509 1.7983
C -3.2102 -1.0305 -1.5937
C -3.1780 -0.8396 1.2906
C -2.7409 1.5156 -0.3934
C 2.3787 -2.3316 -2.1158
C 3.2531 -1.4939 0.4448
C 2.6451 0.4693 -1.6509
H -0.4659 -4.4479 -4.1008
H -0.3177 -3.6874 -1.8328
H 0.7160 3.9870 0.8284
H -0.6914 3.4873 -0.1360
H 0.9414 3.1962 -0.7525
H -0.1456 2.3080 3.3220
H -1.3620 1.1218 2.7390
H -1.4093 2.8118 2.1820
H 2.1019 2.7572 2.2400
H 2.8201 1.6335 1.0555
H 2.1778 0.9994 2.5840
H -4.1999 -0.5640 -1.6804
H -3.3147 -2.1063 -1.4098
H -2.6680 -0.8875 -2.5387
H -4.2266 -1.0355 1.0375
H -3.1080 -0.0983 2.0938
H -2.7222 -1.7783 1.6322
H -3.7523 1.5772 -0.8181
H -2.0479 2.0110 -1.0927
H -2.7279 2.0249 0.5771
H 3.4584 -2.3422 -2.3260
H 1.8221 -2.1145 -3.0352
H 2.0661 -3.3140 -1.7442
H 4.1337 -1.9665 -0.0107
H 2.7894 -2.2049 1.1412
H 3.5700 -0.6098 1.0113
H 3.5830 0.2651 -2.1773
H 2.8124 1.2690 -0.9193
H 1.8967 0.8229 -2.3754
C -0.0947 1.5683 -4.7644
C -0.3240 0.2015 -4.5512
C 0.1803 -0.7394 -5.4479
C 0.9544 -0.3218 -6.5368
C 1.2569 1.0360 -6.7004
C 0.7443 1.9809 -5.8112
Se -0.8620 2.8096 -3.5332
H 0.4974 3.2146 -3.1149
H -0.8835 -0.1077 -3.6678
H -0.0205 -1.7943 -5.2779
H 1.3521 -1.0670 -7.2286
H 1.9017 1.3443 -7.5248
H 0.9949 3.0335 -5.8990
C -0.7734 -1.0984 4.9676
N 0.4613 -0.5728 4.3096
C 1.3316 0.1242 5.2980
C 1.2720 -1.6460 3.5982
C 0.3824 -2.4022 2.6791
C -0.2681 -3.5643 3.1379
C -1.1168 -4.2886 2.3042
C -1.3117 -3.9051 0.9717
C -0.6806 -2.7268 0.5492
C 0.1455 -1.9680 1.3903
H -0.5028 -1.9873 5.5435
H -1.5331 -1.3498 4.2155
H -1.1652 -0.3199 5.6313
H 0.1676 0.0997 3.5672
H 1.7625 -0.6559 5.9376
H 2.1351 0.6456 4.7677
H 0.7242 0.8208 5.8907
H 2.0751 -1.1251 3.0715
H 1.6959 -2.2718 4.3894
H -0.1020 -3.8861 4.1674
H -1.6435 -5.1573 2.7024
H -1.9129 -4.5042 0.2757
H -0.7779 -2.3919 -0.5218


27
Properties=species:S:1:pos:R:3 method="wB97M-V/def2-TZVPD" de_lowest_ev=2.9172 spin_multiplicity=1 max_force_ha_per_bohr=0.0988
C -0.9281 2.1499 1.0469
C -0.1238 2.9246 -0.1314
O 0.1273 4.1390 0.0941
O 0.2496 2.2864 -1.3467
C 1.1078 1.1390 -1.1101
C 0.5793 -0.1149 -2.0057
C -0.9391 -0.4927 -1.6641
C -1.1261 -1.6622 -0.5790
C -0.0341 -1.6956 0.5830
C -0.4568 -1.1958 1.8456
C 0.8393 -1.4291 2.7459
O 1.1365 -0.8966 3.8262
O 1.6082 -2.4514 2.0687
C 1.4623 -2.2274 0.6437
O 2.3104 -2.4586 -0.2238
H -1.5975 2.8803 1.6168
H -0.1360 1.6627 1.7122
H -1.5318 1.3260 0.5366
H 2.1579 1.3810 -1.5082
H 1.2224 0.8428 -0.0144
H 0.5722 0.2966 -3.0872
H 1.3061 -0.9910 -2.0116
H -1.4025 -0.8871 -2.6481
H -1.5932 0.4119 -1.3807
H -2.1401 -1.4648 -0.0605
H -1.1892 -2.6942 -1.0656
H -1.4809 -0.7788 2.1176


115
Properties=species:S:1:pos:R:3 method="wB97M-V/def2-TZVPD" de_lowest_ev=0.0000 spin_multiplicity=1 max_force_ha_per_bohr=0.0558
O -21.1321 18.9246 1.8091
S -21.4298 18.5040 0.4611
O -21.3191 17.1197 0.0638
C -23.0847 19.1460 -0.0108
C -22.7786 20.0335 -1.2239
C -21.4415 20.6935 -0.9149
C -20.5108 19.5156 -0.7389
H -23.3471 19.7430 0.8638
H -23.7882 18.3288 -0.1266
H -22.6970 19.3787 -2.0988
H -23.6236 20.6882 -1.4383
H -21.6124 21.3079 -0.0253
H -21.1503 21.4081 -1.6862
H -19.4891 19.7259 -0.4348
H -20.4960 18.9359 -1.6616
O -25.3026 14.9155 -3.2771
S -24.0204 14.5128 -3.8198
O -22.8940 14.5090 -2.9130
C -24.0862 12.8987 -4.6311
C -23.0367 13.0395 -5.7181
C -23.1554 14.4382 -6.3611
C -23.6774 15.4556 -5.3140
H -25.1066 12.8439 -5.0049
H -23.7907 12.2163 -3.8393
H -22.0322 12.8565 -5.3295
H -23.1156 12.2740 -6.4915
H -23.9662 14.3674 -7.0921
H -22.3247 14.9129 -6.8739
H -24.5319 16.0612 -5.6059
H -22.9114 16.1850 -5.0400
O -25.3811 18.0006 7.7220
S -24.9244 16.8443 6.9808
O -24.0949 15.8856 7.6671
C -26.2007 15.9575 6.1070
C -25.4233 15.3326 4.9340
C -24.3562 16.3198 4.3851
C -24.0553 17.3483 5.4480
H -26.9083 16.6855 5.7146
H -26.6529 15.1935 6.7312
H -25.0250 14.3471 5.1674
H -26.1680 15.1262 4.1597
H -24.7318 16.7389 3.4487
H -23.4959 15.7523 4.0278
H -24.2318 18.3958 5.2006
H -23.0277 17.4230 5.8173
O -25.2649 12.0998 -1.4078
S -25.3737 12.5624 -0.0391
O -26.0607 11.7036 0.8893
C -23.7007 12.9213 0.5580
C -23.8892 14.1492 1.3858
C -24.6970 15.1247 0.4891
C -25.9138 14.3183 0.0076
H -23.1240 13.0957 -0.3548
H -23.2586 12.0432 1.0249
H -24.6245 14.0080 2.1920
H -23.0137 14.5824 1.8585
H -24.0504 15.4463 -0.3328
H -24.9654 16.0152 1.0579
H -26.3505 14.4630 -0.9757
H -26.6642 14.3882 0.7967
O -26.4853 7.2340 -0.7910
S -27.7235 7.9332 -1.0567
O -28.8677 7.7664 -0.2012
C -27.3241 9.6970 -1.2907
C -27.5155 10.0160 -2.7585
C -28.5760 9.0406 -3.2944
C -28.1880 7.6669 -2.8058
H -26.4272 9.9124 -0.7287
H -28.1563 10.1554 -0.7469
H -27.8833 11.0400 -2.8630
H -26.6112 10.0286 -3.3700
H -28.7258 9.1930 -4.3646
H -29.5631 9.3061 -2.8967
H -27.2853 7.3131 -3.3087
H -28.9207 6.8685 -2.9063
C -20.1783 14.5399 0.9460
C -20.1537 13.9216 2.3340
C -19.1351 14.4288 3.3394
O -20.8568 12.9776 2.6180
H -19.4539 15.3486 0.9965
H -21.1836 14.9164 0.7932
H -19.9139 13.8094 0.1849
H -18.2241 14.7381 2.8328
H -18.9144 13.5837 3.9916
H -19.5698 15.2068 3.9664
C -28.4479 17.1880 1.9541
C -27.7014 18.4857 2.2022
C -28.3670 19.4537 3.1309
O -26.6693 18.7136 1.6212
H -27.8355 16.3388 1.6630
H -29.2309 17.3780 1.2164
H -28.9754 16.8730 2.8597
H -29.2388 19.8885 2.6352
H -27.7532 20.2571 3.5279
H -28.7513 18.8896 3.9851
C -27.9022 16.6298 -2.2044
C -27.1850 17.8568 -2.6898
C -25.8666 18.2090 -2.0939
O -27.7144 18.5756 -3.5249
H -27.3831 15.8330 -2.7562
H -28.9558 16.5363 -2.4378
H -27.7041 16.4423 -1.1467
H -25.3390 17.2350 -2.1599
H -25.8400 18.4769 -1.0389
H -25.2216 18.8515 -2.6878
C -19.5484 8.8246 1.8716
C -20.5377 9.1352 3.0151
C -21.7371 10.0209 2.7406
O -20.2228 8.8432 4.1417
H -18.6475 8.6255 2.4439
H -19.4073 9.7334 1.2846
H -19.9684 8.0609 1.2217
H -21.6438 10.5240 1.7853
H -21.8582 10.7527 3.5355
H -22.5884 9.3422 2.8630


| no. | DFT total energy (eV) |
| --- | --- |
| 1 | -8870.1388 |
| 2 | -156834.1141 |
| 3 | -20798.7274 |
| 4 | -117059.9903 |